Entry 1:
Below is a structure of composition H16O8Xe, with properties calculated with ωB97M-V with the def2-TZVPD basis set.

For the lowest unoccupied orbital energy, the calculation gives -0.0002 hartree. The calculation puts the orbital gap at 0.388 Eh. Its multiplicity is 1.

```
25
H16O8Xe, DFT ωB97M-V with the def2-TZVPD basis set
Xe -19.34 18.38 3.59
O -19.11 15.70 1.69
H -18.52 15.53 0.96
H -19.98 15.74 1.30
O -16.19 17.57 5.58
H -16.90 17.92 6.12
H -15.79 16.90 6.14
O -17.66 21.41 4.78
H -17.43 22.33 4.63
H -18.60 21.36 4.58
O -17.40 15.38 3.70
H -17.98 15.71 3.01
H -16.92 16.15 4.00
O -19.92 16.29 7.35
H -19.69 15.44 6.98
H -19.21 16.87 7.09
O -22.69 20.42 2.99
H -23.41 21.01 3.18
H -22.22 20.83 2.26
O -15.04 19.42 3.92
H -15.15 18.82 4.66
H -15.86 19.92 3.90
O -22.47 18.32 5.23
H -22.47 18.79 4.40
H -21.55 18.10 5.38
```

***

Entry 2:
Below is a structure of composition C42H50BN6O3PdS2Te at a distorted geometry, with properties calculated with ωB97M-V with the def2-TZVPD basis set.

For the lowest unoccupied orbital energy (spin up / spin down), the calculation gives -0.0688 / -0.0634 hartree. The calculation puts the orbital gap (spin up / spin down) at 0.157 / 0.176 Eh. Its multiplicity is 2.

```
106
C42H50BN6O3PdS2Te, DFT ωB97M-V with the def2-TZVPD basis set
Pd -0.48 -0.41 -0.06
C 3.09 -0.03 1.64
N 2.23 -0.06 2.79
C 2.47 -0.63 4.01
C 1.36 -0.43 4.76
N 0.44 0.25 4.02
B -0.89 0.74 4.63
N -2.04 0.73 3.59
C -3.10 1.58 3.68
C -3.95 1.32 2.66
N -3.41 0.30 1.93
C -3.94 -0.21 0.70
C -2.24 -0.06 2.53
S -1.36 -1.44 2.06
C 0.98 0.47 2.82
S 0.37 1.36 1.51
H 3.99 -0.60 1.86
H 3.35 1.00 1.40
H 2.57 -0.48 0.79
H 3.39 -1.13 4.23
H 1.15 -0.70 5.77
H -0.75 1.87 4.99
H -1.18 0.00 5.53
H -3.16 2.31 4.46
H -4.90 1.75 2.40
H -4.42 0.60 0.15
H -4.67 -1.00 0.90
H -3.12 -0.64 0.10
C 1.55 -3.99 3.84
O 2.74 -4.00 3.07
C 3.56 -5.08 3.14
C 3.49 -6.06 4.12
C 4.41 -7.10 4.13
C 5.41 -7.17 3.18
C 5.48 -6.21 2.19
C 4.55 -5.18 2.14
N 4.62 -4.23 1.11
C 3.57 -3.66 0.48
C 2.29 -4.17 0.41
C 1.99 -5.55 0.62
C 0.72 -6.02 0.59
C -0.35 -5.13 0.36
C -0.12 -3.81 0.12
C 1.20 -3.25 0.11
O 1.40 -2.03 -0.09
H 0.95 -3.16 3.44
H 1.76 -3.81 4.90
H 0.99 -4.92 3.72
H 2.74 -6.01 4.88
H 4.34 -7.85 4.90
H 6.13 -7.98 3.20
H 6.25 -6.26 1.44
H 5.55 -3.91 0.87
H 3.76 -2.70 0.01
H 2.82 -6.24 0.76
H 0.52 -7.07 0.73
H -1.36 -5.51 0.35
H -0.95 -3.12 -0.06
C -0.16 -2.48 -2.81
C -0.79 -1.25 -2.19
O -1.98 -1.29 -1.75
N -0.11 -0.14 -2.34
Te -1.38 1.45 -1.88
C 0.12 2.72 -2.71
C 0.71 2.44 -3.94
C 0.31 1.29 -4.82
C 1.73 3.26 -4.41
C 2.18 4.35 -3.69
C 3.30 5.22 -4.19
C 1.58 4.62 -2.47
C 0.56 3.82 -1.97
C -0.07 4.18 -0.66
C -3.03 3.17 -2.22
C -3.65 3.78 -1.15
C -3.32 3.46 0.28
C -4.63 4.75 -1.39
C -5.00 5.10 -2.68
C -6.04 6.14 -2.94
C -4.38 4.45 -3.74
C -3.41 3.47 -3.52
C -2.79 2.78 -4.70
H -0.37 -2.44 -3.88
H -0.60 -3.39 -2.40
H 0.92 -2.48 -2.66
H -0.66 0.88 -4.52
H 1.04 0.49 -4.73
H 0.26 1.60 -5.86
H 2.18 3.03 -5.37
H 3.64 4.89 -5.17
H 4.14 5.18 -3.50
H 2.97 6.25 -4.26
H 1.91 5.47 -1.89
H 0.59 4.81 -0.07
H -0.29 3.28 -0.09
H -1.01 4.71 -0.84
H -2.72 2.55 0.34
H -4.24 3.35 0.85
H -2.76 4.28 0.74
H -5.10 5.23 -0.55
H -6.48 6.50 -2.01
H -6.84 5.74 -3.57
H -5.60 6.99 -3.47
H -4.66 4.69 -4.75
H -3.37 2.95 -5.60
H -2.72 1.71 -4.50
H -1.78 3.17 -4.85
```

***

Entry 3:
Below is a structure of composition C6H5O6Re at a distorted geometry, with properties calculated with ωB97M-V with the def2-TZVPD basis set.

For the lowest unoccupied orbital energy (spin up / spin down), the calculation gives -0.5379 / -0.6044 hartree. The calculation puts the orbital gap (spin up / spin down) at 0.234 / 0.214 Eh. Its multiplicity is 4. The charge is +3.

```
18
C6H5O6Re, DFT ωB97M-V with the def2-TZVPD basis set
O 4.31 -1.33 -0.99
C 3.38 -1.43 -1.68
Re -0.61 0.47 -1.11
O 0.74 -0.68 1.42
C 0.23 -0.24 0.47
C -2.11 1.42 -0.34
O -3.00 1.98 0.16
C -1.10 -1.24 -1.93
O -1.41 -2.26 -2.38
C 0.77 1.84 -1.43
O 1.57 2.67 -1.56
H 2.20 -0.91 -1.61
C -2.30 -0.32 3.01
O -1.86 1.00 2.70
H -2.23 -0.99 2.14
H -3.34 -0.33 3.39
H -1.62 -0.70 3.79
H -2.52 1.40 2.11
```

***

Entry 4:
Below is a cluster of 2 separate species, C5H12N2O in total at a distorted geometry, with properties calculated with ωB97M-V with the def2-TZVPD basis set.

For the lowest unoccupied orbital energy, the calculation gives 0.0313 hartree. The calculation puts the orbital gap at 0.271 Eh. Its multiplicity is 1.

```
20
C5H12N2O, DFT ωB97M-V with the def2-TZVPD basis set
C -0.81 0.75 0.47
C -0.54 -1.50 -0.87
C -0.16 1.37 1.66
N 0.63 -1.22 -1.41
N -1.73 -1.30 -1.53
C 0.72 0.22 1.34
C 1.89 0.29 0.53
O -0.59 1.37 -0.76
H 0.37 1.30 -0.94
H -1.80 0.33 0.55
H -0.57 -2.12 0.01
H 0.56 -0.75 -2.31
H 1.34 -0.59 -0.73
H -2.56 -1.47 -0.99
H -1.77 -0.44 -2.06
H 0.27 2.36 1.51
H -0.72 1.30 2.59
H 0.52 -0.69 1.89
H 2.30 1.28 0.32
H 2.65 -0.46 0.72
```

***

Entry 5:
Below is the molecule CH4N6O at a distorted geometry, with properties calculated with ωB97M-V with the def2-TZVPD basis set.

The SMILES is N/N=c1\nnon1N. For the lowest unoccupied orbital energy, the calculation gives -0.0025 hartree. The calculation puts the orbital gap at 0.305 Eh. Its multiplicity is 1.

```
12
CH4N6O, DFT ωB97M-V with the def2-TZVPD basis set
C -0.09 -0.30 -0.11
H 0.52 -2.35 1.22
H -1.20 -2.85 1.58
H -1.34 2.63 -0.89
H 0.07 2.67 0.14
N -0.55 -2.15 1.29
N -0.87 -1.11 0.48
N 1.25 -0.68 -0.12
N 1.97 0.07 -0.90
N -0.28 0.95 -0.89
N -0.59 2.05 -0.39
O 1.10 1.06 -1.40
```

***

Entry 6:
Below is a cluster of 6 separate species, C14H26Cl6O6 in total at a distorted geometry, with properties calculated with ωB97M-V with the def2-TZVPD basis set.

The SMILES is COC(=O)OC.ClC(Cl)Cl.ClC(Cl)Cl.CC(C)=O.CC(C)=O.CC(C)=O. For the lowest unoccupied orbital energy, the calculation gives 0.0117 hartree. The calculation puts the orbital gap at 0.361 Eh. Its multiplicity is 1.

```
52
C14H26Cl6O6, DFT ωB97M-V with the def2-TZVPD basis set
C 3.40 -1.48 -1.45
Cl 4.30 -0.96 -2.85
Cl 4.24 -2.71 -0.48
Cl 1.85 -2.08 -1.91
H 3.38 -0.50 -0.96
C 3.77 3.28 -1.69
Cl 3.58 2.23 -3.07
Cl 3.35 5.01 -2.03
Cl 5.38 3.09 -0.86
H 3.00 3.01 -0.96
C 1.60 -0.12 1.77
O 0.43 0.42 1.08
C 0.49 0.98 -0.13
O 1.47 1.08 -0.88
O -0.69 1.54 -0.34
C -0.95 2.12 -1.56
H 2.24 -0.68 1.09
H 1.24 -0.69 2.62
H 2.18 0.77 2.03
H -0.07 2.34 -2.16
H -1.59 2.98 -1.40
H -1.47 1.28 -2.01
C -1.01 4.14 1.43
C 0.46 4.21 1.13
O 0.93 4.30 -0.01
C 1.40 3.93 2.37
H -1.67 4.27 0.57
H -1.25 4.95 2.12
H -1.22 3.13 1.79
H 2.43 4.11 2.05
H 1.23 2.95 2.82
H 1.12 4.63 3.16
C -3.52 -0.54 -2.72
C -4.65 -1.52 -2.47
O -4.39 -2.55 -1.88
C -6.00 -1.20 -3.12
H -2.60 -1.12 -2.62
H -3.47 0.29 -2.01
H -3.62 -0.26 -3.77
H -6.81 -1.92 -2.97
H -5.85 -1.13 -4.20
H -6.44 -0.25 -2.83
C 1.02 -4.03 3.16
C 0.52 -5.46 3.19
O 0.93 -6.22 3.98
C -0.31 -5.99 2.05
H 1.40 -3.85 4.16
H 0.13 -3.41 3.03
H 1.78 -3.97 2.39
H 0.02 -6.95 1.65
H -0.38 -5.24 1.27
H -1.31 -6.19 2.44
```